No. 1
DFT (ωB97M-V/def2-TZVPD) results for 2 unconnected molecules or ions with the total composition C5H9NO at a distorted geometry.

Energy (eV): -8867.1396
LUMO level (eV): 0.477
HOMO energy (eV): -9.88
Relative energy (zero: lowest compared OMol25 entry of this formula, charge and spin) (kJ/mol): 200.0
SMILES: C=C(C)C#N.CO
Max |F| (eV/Å): 1.124

```
! wB97M-V def2-TZVPD RIJCOSX def2/J DEFGRID3
* xyz 0 1
C -0.386 -1.405 0.540
C -1.466 -0.823 0.010
C -1.551 0.623 -0.409
C -2.657 -1.620 -0.182
N -3.624 -2.241 -0.328
H -0.387 -2.457 0.809
H 0.508 -0.817 0.729
H -2.424 1.106 0.042
H -0.647 1.155 -0.104
H -1.662 0.700 -1.496
C 2.530 0.843 -0.244
O 1.507 1.119 0.695
H 2.930 1.759 -0.697
H 2.078 0.234 -1.031
H 3.356 0.273 0.203
H 1.894 1.552 1.463
*
```

Results of the natural (NBO) charge analysis, in e, for atoms 1 through 2: -0.32, -0.12


No. 2
DFT (ωB97M-V/def2-TZVPD) results for 2 unconnected molecules or ions with the total composition CHClOS2 at a distorted geometry.

Energy (eV): -37290.8573
LUMO level (alpha / beta) (eV): -0.423 / -1.831
HOMO energy (alpha / beta) (eV): -9.02 / -8.30
Relative energy (zero: lowest compared OMol25 entry of this formula, charge and spin) (kJ/mol): 252.8
Max |F| (eV/Å): 3.002

```
! wB97M-V def2-TZVPD RIJCOSX def2/J DEFGRID3
* xyz 0 1
C 3.633 -0.696 -0.336
O 3.707 -1.783 -0.706
S -0.251 0.929 -0.840
S 1.281 1.854 -0.015
Cl 4.571 0.479 0.315
H -0.456 -0.056 -0.036
*
```

Results of the natural (NBO) charge analysis, in e, for atoms 1 through 2: 0.40, -0.46


No. 3
DFT (ωB97M-V/def2-TZVPD) results for a gas-phase ion, C6H9ClN3O4 (charge +1) at a distorted geometry.

Energy (eV): -31538.7567
LUMO level (eV): -4.734
HOMO energy (eV): -14.20
Relative energy (zero: lowest compared OMol25 entry of this formula, charge and spin) (kJ/mol): 0.0
SMILES: COC1=[NH+][C@](Cl)(OC)NC=C1[N+](=O)[O-]
Max |F| (eV/Å): 4.095

```
! wB97M-V def2-TZVPD RIJCOSX def2/J DEFGRID3
* xyz 1 1
C -2.782 -1.703 -1.366
O -1.358 -1.298 -1.149
C -0.816 -0.310 -0.557
N 0.466 -0.178 -0.966
C 1.586 0.357 -0.189
Cl 2.645 1.557 -1.230
O 2.247 -0.761 0.224
C 3.519 -0.492 0.917
N 1.090 1.205 0.869
C -0.263 1.342 1.010
C -1.277 0.641 0.361
N -2.589 1.122 0.555
O -2.814 1.817 1.495
O -3.391 0.733 -0.281
H -3.414 -1.693 -0.501
H -2.798 -2.809 -1.738
H -3.291 -1.136 -2.037
H 0.770 -0.664 -1.726
H 3.899 -1.487 1.051
H 3.241 0.053 1.796
H 4.246 0.161 0.183
H 1.825 1.558 1.517
H -0.741 1.985 1.762
*
```

Results of the natural (NBO) charge analysis, in e, for atoms 1 through 2: -0.24, -0.42


No. 4
DFT (ωB97M-V/def2-TZVPD) results for a molecular structure, CH2N2S2 at a distorted geometry.

Energy (eV): -25718.1491
LUMO level (eV): -0.351
HOMO energy (eV): -8.39
Relative energy (zero: lowest compared OMol25 entry of this formula, charge and spin) (kJ/mol): 102.5
Max |F| (eV/Å): 3.891

```
! wB97M-V def2-TZVPD RIJCOSX def2/J DEFGRID3
* xyz 0 1
C -0.741 0.674 1.217
N -1.867 1.013 1.629
N -0.193 -0.012 0.223
S 0.540 1.692 2.570
S -1.489 2.157 2.924
H -0.327 0.283 -0.713
H 0.701 -0.209 0.438
*
```

Results of the natural (NBO) charge analysis, in e, for atoms 1 through 2: 0.47, -0.58


No. 5
DFT (ωB97M-V/def2-TZVPD) results for a single C19H37N3 molecule.

Energy (eV): -24772.6203
LUMO level (eV): 0.895
HOMO energy (eV): -7.85
Relative energy (zero: lowest compared OMol25 entry of this formula, charge and spin) (kJ/mol): 30.8
SMILES: CC(C)=CCC/C(C)=C/CC[C@H](C)NCCN1CCNCC1
Max |F| (eV/Å): 0.620

```
! wB97M-V def2-TZVPD RIJCOSX def2/J DEFGRID3
* xyz 0 1
C 4.200 0.211 1.573
C 4.914 -0.634 0.559
C 5.760 -1.720 1.155
C 4.774 -0.416 -0.742
C 5.382 -1.213 -1.857
C 4.540 -2.471 -2.151
C 3.119 -2.093 -2.460
C 2.865 -1.528 -3.831
C 2.170 -2.214 -1.539
C 0.746 -1.774 -1.677
C 0.550 -0.431 -0.966
C -0.914 0.031 -0.897
C -1.449 0.386 -2.287
N -0.978 1.147 0.040
C -2.079 1.178 0.974
C -3.476 1.432 0.358
N -4.570 1.609 1.289
C -4.500 2.806 2.104
C -5.860 3.013 2.785
N -6.251 1.873 3.594
C -6.222 0.665 2.791
C -4.864 0.450 2.108
H 3.607 -0.420 2.236
H 4.917 0.754 2.189
H 3.539 0.928 1.094
H 6.431 -2.163 0.425
H 6.352 -1.325 1.980
H 5.123 -2.509 1.555
H 4.118 0.383 -1.059
H 6.400 -1.521 -1.611
H 5.428 -0.595 -2.755
H 4.981 -3.008 -2.995
H 4.567 -3.122 -1.276
H 2.487 -0.509 -3.768
H 3.779 -1.519 -4.419
H 2.126 -2.126 -4.363
H 2.432 -2.611 -0.568
H 0.088 -2.517 -1.218
H 0.476 -1.683 -2.728
H 1.145 0.336 -1.466
H 0.920 -0.513 0.058
H -1.512 -0.789 -0.481
H -1.461 -0.491 -2.929
H -2.463 0.775 -2.226
H -0.815 1.143 -2.747
H -0.903 2.029 -0.455
H -1.859 1.972 1.696
H -2.083 0.224 1.509
H -3.428 2.335 -0.261
H -3.742 0.590 -0.288
H -4.272 3.658 1.460
H -3.718 2.738 2.884
H -5.835 3.903 3.417
H -6.626 3.145 2.016
H -5.599 1.775 4.369
H -6.463 -0.188 3.428
H -6.994 0.764 2.024
H -4.905 -0.433 1.467
H -4.095 0.283 2.886
*
```

Results of the natural (NBO) charge analysis, in e, for atoms 1 through 2: -0.63, 0.03


No. 6
DFT (ωB97M-V/def2-TZVPD) results for a single C5H8BrNO2 molecule at a distorted geometry.

Energy (eV): -80937.7237
LUMO level (eV): -0.591
HOMO energy (eV): -9.56
Relative energy (zero: lowest compared OMol25 entry of this formula, charge and spin) (kJ/mol): 414.6
SMILES: CC(C)/C=C(\Br)[N+](=O)[O-]
Max |F| (eV/Å): 4.990

```
! wB97M-V def2-TZVPD RIJCOSX def2/J DEFGRID3
* xyz 0 1
C 0.252 0.527 1.191
C 0.495 0.298 -0.297
C -0.795 -0.318 -0.913
C 1.520 -0.759 -0.222
C 2.909 -0.480 -0.207
Br 3.598 1.200 -0.087
N 3.896 -1.473 0.013
O 3.540 -2.624 -0.012
O 5.028 -1.103 0.211
H -0.595 0.113 1.643
H -0.032 1.534 1.261
H 1.074 0.204 1.803
H 0.999 1.175 -0.862
H -1.385 -0.875 -0.200
H -0.588 -0.978 -1.797
H -1.350 0.538 -1.263
H 1.239 -1.798 -0.156
*
```

Results of the natural (NBO) charge analysis, in e, for atoms 1 through 2: -0.61, -0.29


No. 7
DFT (ωB97M-V/def2-TZVPD) results for a single C6H6O molecule at a distorted geometry.

Energy (eV): -8357.8789
LUMO level (alpha / beta) (eV): 0.519 / 0.442
HOMO energy (alpha / beta) (eV): -7.25 / -7.10
Relative energy (zero: lowest compared OMol25 entry of this formula, charge and spin) (kJ/mol): 832.4
Max |F| (eV/Å): 4.740

```
! wB97M-V def2-TZVPD RIJCOSX def2/J DEFGRID3
* xyz 0 1
C 0.324 1.378 -0.228
C 1.349 2.300 -0.011
C -0.577 0.549 0.676
C 1.866 1.157 -0.750
C 0.657 0.713 -1.495
C -0.414 -0.864 0.258
O -1.347 -1.770 -0.003
H -0.406 0.737 1.763
H -1.566 0.812 0.496
H 2.775 0.653 -0.491
H 0.414 0.376 -2.421
H 0.537 -1.270 0.065
H -2.241 -1.803 0.543
*
```

Results of the Löwdin charge analysis, in e, for atoms 1 through 2: -0.33, 0.09


No. 8
DFT (ωB97M-V/def2-TZVPD) results for 34 unconnected molecules or ions with the total composition C27H101IN3O34S at a distorted geometry.

Energy (eV): -122641.3079
LUMO level (eV): -2.960
HOMO energy (eV): -10.99
Max |F| (eV/Å): 5.330

```
! wB97M-V def2-TZVPD RIJCOSX def2/J DEFGRID3
* xyz 1 1
C -3.887 -4.930 -4.024
C -2.807 -4.560 -2.870
C -1.710 -5.612 -2.512
C -0.689 -5.213 -1.337
C -0.786 -3.836 -0.568
C -1.880 -2.807 -0.949
C -2.144 -1.395 -0.265
N -1.077 -0.372 -0.434
C -0.969 0.657 0.626
C -1.833 0.842 1.952
C -0.987 0.825 3.310
O -0.527 1.909 3.807
C -0.687 -0.503 4.180
C -1.909 -1.012 5.047
C -1.785 -2.248 5.979
C -0.392 -2.964 6.033
C 0.820 -2.473 5.149
C 0.700 -1.211 4.203
C 0.187 1.617 0.164
I 0.946 3.413 1.144
N 0.651 1.070 -1.116
C 1.731 1.785 -1.853
C 1.043 2.806 -2.933
C 0.877 4.304 -2.381
C -0.674 4.660 -2.015
C -0.855 6.242 -1.663
N -1.777 6.443 -0.488
C -0.109 -0.111 -1.462
C 0.080 -0.951 -2.800
C 1.359 -1.927 -2.832
C 2.072 -2.185 -1.421
S 3.561 -1.059 -1.123
C -2.872 -3.210 -2.112
H -4.418 -5.922 -3.756
H -3.405 -5.063 -5.050
H -4.695 -4.119 -3.978
H -1.667 -6.629 -3.058
H 0.123 -5.992 -1.080
H -0.040 -3.599 0.264
H -2.303 -1.601 0.862
H -3.132 -0.950 -0.637
H -2.709 0.099 2.044
H -2.326 1.890 1.883
H -2.919 -0.455 5.014
H -2.702 -2.557 6.589
H -0.230 -3.880 6.710
H 1.824 -3.023 5.214
H 1.572 -0.819 3.569
H 2.484 2.334 -1.191
H 2.357 1.060 -2.507
H 0.057 2.324 -3.263
H 1.778 2.870 -3.837
H 1.128 5.005 -3.272
H 1.597 4.598 -1.544
H -1.360 4.474 -2.926
H -1.040 3.991 -1.162
H -1.268 6.827 -2.567
H 0.192 6.648 -1.395
H -2.437 7.218 -0.676
H -2.275 5.573 -0.252
H -0.871 -1.541 -3.098
H 0.227 -0.186 -3.659
H 2.109 -1.507 -3.603
H 1.063 -2.969 -3.247
H 2.529 -3.250 -1.477
H 1.381 -2.192 -0.514
H 4.524 -1.819 -0.434
H -3.724 -2.491 -2.418
O -3.639 3.553 -2.951
H -4.252 3.964 -3.576
H -3.973 2.650 -2.856
O 0.978 -5.685 6.776
H 1.066 -6.156 5.938
H 1.729 -5.077 6.783
O -4.392 -1.319 1.535
H -4.992 -0.898 0.899
H -4.726 -2.222 1.613
O 4.517 2.561 -3.041
H 4.923 1.769 -2.669
H 4.888 3.283 -2.512
O 6.348 1.763 -0.866
H 5.871 0.940 -0.699
H 6.543 2.102 0.017
O -0.299 0.583 7.211
H -0.332 1.462 6.809
H -0.033 0.003 6.484
O -4.315 6.517 -2.297
H -3.938 7.405 -2.346
H -3.547 5.945 -2.159
O 5.802 0.804 1.720
H 5.080 1.287 2.142
H 6.244 0.357 2.455
O 5.036 0.192 -4.807
H 4.528 -0.234 -4.103
H 5.252 1.063 -4.445
O -6.737 -1.220 0.142
H -7.451 -1.870 0.107
H -7.186 -0.391 0.367
O 5.983 -2.330 1.316
H 6.365 -1.444 1.267
H 6.745 -2.907 1.458
O -7.132 -3.084 2.138
H -6.739 -3.889 2.504
H -6.776 -2.378 2.693
O 4.837 5.288 -1.392
H 4.710 5.477 -0.453
H 4.462 6.061 -1.838
O 1.622 2.848 -6.101
H 2.009 3.731 -6.151
H 2.382 2.268 -5.957
O 1.124 -7.063 -3.261
H 0.393 -6.589 -2.840
H 1.563 -7.515 -2.529
O 4.799 -0.747 -8.085
H 4.321 -1.569 -7.919
H 4.994 -0.407 -7.200
O -4.722 4.258 0.015
H -4.757 5.128 -0.407
H -4.461 3.662 -0.700
O 8.238 -0.135 -2.865
H 7.526 -0.788 -2.867
H 7.793 0.695 -2.645
O -3.542 0.683 7.558
H -3.160 1.569 7.528
H -2.778 0.105 7.688
O -8.290 1.250 1.775
H -8.819 0.813 2.454
H -8.083 2.112 2.159
O -1.985 -2.937 8.990
H -1.603 -2.051 8.960
H -1.222 -3.515 9.120
O -5.089 0.841 -2.088
H -5.565 0.017 -1.921
H -4.894 1.183 -1.206
O 4.702 8.120 -1.365
H 5.097 9.000 -1.421
H 5.457 7.534 -1.222
O -7.993 -4.686 -0.265
H -8.479 -5.511 -0.142
H -7.826 -4.375 0.636
O 1.401 -7.587 -6.145
H 1.258 -7.415 -5.203
H 1.021 -6.816 -6.584
O 8.329 1.664 2.699
H 8.412 1.176 1.870
H 9.084 2.267 2.691
O 1.077 -1.374 9.140
H 0.943 -1.215 10.083
H 0.693 -0.594 8.713
O 1.235 2.831 6.143
H 1.322 2.363 5.301
H 1.983 3.440 6.151
O -7.031 -4.425 -3.167
H -7.168 -4.256 -2.223
H -7.411 -3.650 -3.599
O 9.064 0.763 5.682
H 8.659 1.375 5.052
H 8.363 0.588 6.322
O 3.904 -2.349 -10.554
H 4.310 -3.143 -10.184
H 4.275 -1.628 -10.025
O -6.666 8.523 -2.063
H -6.291 9.412 -2.110
H -5.899 7.951 -1.925
O 3.201 -4.131 3.996
H 3.168 -3.254 3.591
H 3.469 -4.711 3.272
*
```

Results of the Löwdin charge analysis, in e, for atoms 1 through 2: -0.08, -0.18


No. 9
DFT (ωB97M-V/def2-TZVPD) results for a single C3H5NO2S molecule at a distorted geometry.

Energy (eV): -19607.8590
LUMO level (eV): -0.028
HOMO energy (eV): -9.10
Relative energy (zero: lowest compared OMol25 entry of this formula, charge and spin) (kJ/mol): 448.9
SMILES: C/C(=N\O)OC=S
Max |F| (eV/Å): 4.672

```
! wB97M-V def2-TZVPD RIJCOSX def2/J DEFGRID3
* xyz 0 1
C 0.895 1.339 0.033
C 0.117 0.096 0.086
N 0.516 -1.184 -0.070
O 1.852 -1.160 0.022
O -1.237 0.376 -0.115
C -2.313 -0.499 0.060
S -3.883 -0.321 0.010
H 0.298 2.284 -0.565
H 1.280 1.540 1.066
H 2.057 0.975 -0.513
H 2.320 -1.984 -0.042
H -1.902 -1.461 0.027
*
```

Results of the natural (NBO) charge analysis, in e, for atoms 1 through 2: -0.72, 0.46


No. 10
DFT (ωB97M-V/def2-TZVPD) results for a single C3H4O2 molecule at a distorted geometry.

Energy (eV): -7267.4845
LUMO level (eV): 0.901
HOMO energy (eV): -9.03
Relative energy (zero: lowest compared OMol25 entry of this formula, charge and spin) (kJ/mol): 308.9
SMILES: O[C@@H]1C=CO1
Max |F| (eV/Å): 6.963

```
! wB97M-V def2-TZVPD RIJCOSX def2/J DEFGRID3
* xyz 0 1
O 1.889 -0.335 -0.282
C 0.813 -0.002 0.371
C -0.721 -0.703 -0.034
C -1.137 0.566 -0.276
O 0.081 1.235 -0.023
H 1.623 -0.467 -1.212
H 0.843 -0.070 1.416
H -1.290 -1.384 0.544
H -2.103 1.161 -0.504
*
```

Results of the natural (NBO) charge analysis, in e, for atoms 1 through 2: -0.66, 0.40


No. 11
DFT (ωB97M-V/def2-TZVPD) results for 3 unconnected molecules or ions with the total composition C35H56BN3O5 at a distorted geometry.

Energy (eV): -52587.7408
LUMO level (eV): 0.465
HOMO energy (eV): -8.64
SMILES: C=CB(CCOCCOc1ccc(C(C)(C)CC(C)(C)C)cc1)CCC(=O)Nc1ccccc1.CNC(C)=O.CNC(C)=O
Max |F| (eV/Å): 1.255

```
! wB97M-V def2-TZVPD RIJCOSX def2/J DEFGRID3
* xyz 0 1
C 1.675 -4.505 1.368
C 1.696 -3.187 1.184
B 3.021 -2.444 0.847
C 3.495 -1.262 1.777
C 2.482 -0.799 2.808
O 2.983 0.219 3.660
C 3.068 1.486 3.042
C 2.173 2.507 3.738
O 1.249 3.155 2.881
C 0.241 2.407 2.335
C -0.489 1.479 3.070
C -1.577 0.835 2.500
C -2.000 1.110 1.194
C -3.288 0.445 0.663
C -4.383 0.744 1.703
C -3.709 1.091 -0.649
C -2.971 -1.060 0.504
C -3.941 -1.987 -0.262
C -5.410 -1.844 0.158
C -3.513 -3.420 0.116
C -3.803 -1.845 -1.798
C -1.230 2.012 0.460
C -0.125 2.649 1.019
C 3.922 -2.899 -0.363
C 3.529 -2.349 -1.770
C 2.050 -2.153 -1.983
O 1.293 -3.080 -1.831
N 1.522 -0.915 -2.430
C 2.333 0.271 -2.324
C 2.579 0.854 -1.082
C 3.394 1.973 -0.967
C 3.969 2.530 -2.113
C 3.683 1.972 -3.355
C 2.858 0.853 -3.464
H 2.569 -5.097 1.225
H 0.788 -5.039 1.676
H 0.778 -2.630 1.340
H 3.881 -0.438 1.177
H 4.365 -1.657 2.315
H 1.555 -0.461 2.334
H 2.232 -1.634 3.456
H 4.103 1.819 3.101
H 2.799 1.443 1.985
H 1.686 2.037 4.590
H 2.784 3.311 4.138
H -0.236 1.283 4.102
H -2.120 0.132 3.112
H -4.383 1.815 1.900
H -4.234 0.210 2.634
H -5.365 0.520 1.301
H -3.785 2.168 -0.517
H -4.656 0.699 -1.004
H -2.977 0.917 -1.436
H -2.014 -1.112 -0.021
H -2.782 -1.489 1.488
H -5.914 -2.796 -0.005
H -5.506 -1.637 1.219
H -5.955 -1.102 -0.418
H -3.735 -3.626 1.161
H -4.034 -4.142 -0.507
H -2.443 -3.534 -0.050
H -4.730 -1.457 -2.217
H -3.637 -2.811 -2.264
H -3.016 -1.158 -2.082
H -1.486 2.256 -0.558
H 0.449 3.373 0.458
H 4.944 -2.568 -0.180
H 3.950 -3.986 -0.414
H 3.815 -3.102 -2.501
H 4.115 -1.464 -1.996
H 0.675 -0.772 -1.886
H 2.119 0.427 -0.203
H 3.579 2.391 0.011
H 4.610 3.392 -2.024
H 4.097 2.426 -4.242
H 2.651 0.464 -4.448
C 1.967 -4.235 -7.499
N 2.207 -2.840 -7.817
C 2.689 -1.862 -7.006
C 3.030 -2.247 -5.587
O 2.834 -0.722 -7.416
H 2.564 -4.883 -8.144
H 0.914 -4.484 -7.641
H 2.230 -4.439 -6.468
H 1.999 -2.521 -8.749
H 3.396 -1.379 -5.052
H 2.141 -2.617 -5.073
H 3.808 -3.012 -5.578
C -2.095 5.532 3.415
N -2.819 4.448 4.054
C -3.582 4.468 5.176
C -3.723 5.797 5.885
O -4.124 3.456 5.587
H -2.456 5.666 2.393
H -1.032 5.285 3.376
H -2.212 6.473 3.942
H -2.756 3.540 3.617
H -4.356 5.651 6.754
H -2.751 6.169 6.210
H -4.183 6.539 5.231
*
```

Results of the Löwdin charge analysis, in e, for atoms 1 through 2: 0.02, -0.09


No. 12
DFT (ωB97M-V/def2-TZVPD) results for 2 unconnected molecules or ions with the total composition C2H2NO4 at a distorted geometry.

Energy (eV): -11789.0039
LUMO level (eV): 3.834
HOMO energy (eV): -4.97
Relative energy (zero: lowest compared OMol25 entry of this formula, charge and spin) (kJ/mol): 30.5
Max |F| (eV/Å): 4.631

```
! wB97M-V def2-TZVPD RIJCOSX def2/J DEFGRID3
* xyz -1 1
C 2.548 -0.195 -0.103
C -1.495 -0.282 -0.081
N 1.530 0.357 0.300
O -1.560 1.079 0.208
O 3.633 -0.626 -0.454
O -2.331 -0.785 -0.843
O -0.582 -0.932 0.522
H 0.628 -0.151 0.409
H -2.370 1.536 0.041
*
```

Results of the natural (NBO) charge analysis, in e, for atoms 1 through 2: 0.81, 0.96